19
Properties=species:S:1:pos:R:3 method="wB97M-V/def2-TZVPD" homo_ev=-7.99 de_lowest_kj_mol=324.0 smiles=CC[C@@H]1C[C@@]1(C)O lumo_energy_ev=0.91 orbital_gap_ha=0.327 charge=0 spin_multiplicity=1
C 0.71 2.05 0.18
C 0.21 0.99 1.13
C 0.87 -0.28 0.62
C 0.96 -0.74 -0.81
C -0.30 -1.22 -0.26
C -1.60 -0.56 -0.71
O -0.42 -2.56 0.05
H 1.73 1.35 0.17
H 0.52 3.10 0.51
H 0.28 1.98 -0.83
H 0.59 1.25 2.13
H -0.86 0.79 1.26
H 1.52 -0.79 1.33
H 1.70 -1.52 -0.94
H 0.91 -0.02 -1.61
H -1.89 -0.82 -1.74
H -1.49 0.53 -0.69
H -2.45 -0.82 -0.06
H -1.29 -2.69 0.47

***

20
Properties=species:S:1:pos:R:3 method="wB97M-V/def2-TZVPD" homo_ev="-7.24 / -7.25" de_lowest_kj_mol=437.4 lumo_energy_ev="-0.63 / -0.63" orbital_gap_ha="0.243 / 0.243" charge=0 spin_multiplicity=1
C 1.26 2.75 -0.56
C 2.17 -0.60 -1.38
C -2.77 -0.87 -1.32
C 0.29 2.17 0.13
C 0.86 -0.73 -1.43
C -2.09 0.03 -0.62
Si -0.06 -1.50 2.71
Si -0.24 0.32 -0.27
H 1.64 3.62 -0.08
H 1.64 2.36 -1.50
H 2.78 -1.12 -2.12
H 2.59 -0.26 -0.51
H -3.73 -1.11 -1.22
H -2.23 -1.37 -2.03
H -0.04 2.40 1.25
H 0.51 -1.39 -2.18
H -2.79 0.43 0.02
H -0.86 -0.53 3.62
H -0.66 -2.80 2.88
H 1.27 -1.59 3.13

***

18
Properties=species:S:1:pos:R:3 method="wB97M-V/def2-TZVPD" homo_ev=-9.04 de_lowest_kj_mol=571.6 lumo_energy_ev=0.75 orbital_gap_ha=0.359 charge=0 spin_multiplicity=1
C -1.02 -2.78 -3.12
C -0.58 -2.04 -2.31
C 0.19 -1.34 -1.29
C -0.59 -0.11 -1.03
N -0.27 1.01 -0.46
N 1.15 0.99 -0.15
C 1.47 0.94 1.12
C 0.17 0.76 2.13
N -0.48 2.17 2.28
H -1.62 -3.15 -3.85
H 1.30 -1.01 -1.63
H 0.14 -1.88 -0.24
H -1.57 -0.16 -1.45
H 2.63 1.01 1.42
H 0.67 0.17 3.18
H -0.80 0.16 1.77
H 0.33 2.95 2.13
H -1.11 2.30 1.49